No. 1
DFT (ωB97M-V with the def2-TZVPD basis set) results for a 3-piece molecular cluster, C31H19Cl2FNO8S2 overall.

```
! wB97M-V def2-TZVPD RIJCOSX def2/J DEFGRID3
* xyz -1 1
C 6.7396 1.1513 1.9208
C 5.1717 1.5901 1.5656
Cl 4.6442 3.2734 2.1329
C 4.2036 0.7475 0.8129
Cl 4.7864 -0.9633 0.2587
S 2.4586 1.2120 0.3159
O 1.7299 -0.0916 -0.1697
O 2.5922 2.1215 -0.9558
N 1.5455 2.0819 1.5214
S -0.0126 1.3488 1.8315
O -0.7074 2.2321 2.9377
O 0.0915 -0.0883 2.4331
F -1.0639 1.3555 0.4444
H 6.8925 -0.0105 1.9722
H 6.9928 1.6430 2.9775
H 7.4031 1.6643 1.0687
C 6.4073 -2.1263 -7.3419
C 6.6666 -1.9096 -5.9888
C 5.7039 -1.3004 -5.1822
C 4.4821 -0.8955 -5.7331
C 4.2327 -1.0900 -7.0911
C 5.1931 -1.7175 -7.8952
C 2.9676 -0.6221 -7.6933
O 2.7463 -0.7957 -8.8854
C 1.9776 0.0655 -6.8405
C 0.7993 0.5656 -7.4100
C -0.1484 1.2053 -6.6082
C 0.0727 1.3389 -5.2377
C 1.2481 0.8466 -4.6687
C 2.2068 0.2172 -5.4738
C 3.4628 -0.2682 -4.8686
O 3.6600 -0.1471 -3.6650
H 7.1538 -2.6094 -7.9685
H 7.6180 -2.2168 -5.5603
H 5.9112 -1.1392 -4.1256
H 4.9999 -1.8850 -8.9534
H 0.6175 0.4626 -8.4786
H -1.0603 1.5976 -7.0534
H -0.6686 1.8307 -4.6117
H 1.4161 0.9588 -3.5988
C -6.0433 -0.1477 9.1179
C -7.3566 -0.1389 8.6486
C -7.6100 -0.2503 7.2805
C -6.5459 -0.3587 6.3770
C -5.2322 -0.3428 6.8442
C -4.9804 -0.2487 8.2191
C -4.1010 -0.4066 5.8964
O -2.9468 -0.3962 6.3062
C -4.3806 -0.4741 4.4482
C -3.3177 -0.4766 3.5355
C -3.5729 -0.5538 2.1646
C -4.8862 -0.6379 1.7029
C -5.9472 -0.6299 2.6095
C -5.6938 -0.5380 3.9846
C -6.8239 -0.4942 4.9333
O -7.9786 -0.5633 4.5281
H -5.8460 -0.0702 10.1849
H -8.1845 -0.0475 9.3481
H -8.6380 -0.2480 6.9219
H -3.9578 -0.2494 8.5923
H -2.2893 -0.4145 3.8879
H -2.7463 -0.5503 1.4575
H -5.0850 -0.7053 0.6355
H -6.9700 -0.6909 2.2414
*
```

Results
ΔE to the lowest compared entry with this formula, charge and spin	570.5	kJ/mol

These are the Löwdin partial charges, in e, on atoms 1 to 8:
1. C -0.139
2. C -0.612
3. Cl 0.545
4. C -0.604
5. Cl 0.525
6. S 0.634
7. O -0.451
8. O -0.426

---

No. 2
DFT (ωB97M-V with the def2-TZVPD basis set) results for one molecule with the formula C4H8N2O.

```
! wB97M-V def2-TZVPD RIJCOSX def2/J DEFGRID3
* xyz 0 1
C 0.9172 1.0884 -0.6366
C -0.4857 0.7754 -0.1175
O -0.8999 1.7050 0.8500
C -0.5999 -0.6697 0.4250
N -0.8787 -1.6387 -0.8213
C 0.5595 -1.0961 1.1603
N 1.4946 -1.4381 1.7245
H 1.6350 1.0850 0.1850
H 0.9241 2.0720 -1.1007
H 1.2308 0.3549 -1.3756
H -1.2151 0.8550 -0.9326
H -0.2000 1.8117 1.5054
H -1.4956 -0.7510 1.0459
H -0.0831 -1.5655 -1.4499
H -0.9031 -2.5885 -0.4618
*
```

Results
ΔE to the lowest compared entry with this formula, charge and spin	161.8	kJ/mol
SMILES	C[C@H](O)[C@@H](N)C#N

These are the Löwdin partial charges, in e, on atoms 1 to 8:
1. C -0.039
2. C -0.425
3. O -0.020
4. C -0.274
5. N 0.058
6. C -0.224
7. N 0.170
8. H 0.080

---

No. 3
DFT (ωB97M-V with the def2-TZVPD basis set) results for one molecule with the formula I2O2S.

```
! wB97M-V def2-TZVPD RIJCOSX def2/J DEFGRID3
* xyz 0 1
O 0.1692 0.5067 1.1904
S -0.0662 -0.2197 0.0069
O 0.1202 0.4022 -1.2546
I -2.5968 -1.4526 0.0769
I 1.4507 -2.2289 0.0253
*
```

Results
ΔE to the lowest compared entry with this formula, charge and spin	127.4	kJ/mol
SMILES	O=S(=O)(I)I

The computed Löwdin charges, all in e, follow:
1. O -0.411
2. S 0.012
3. O -0.423
4. I 0.309
5. I 0.513

---

No. 4
DFT (ωB97M-V with the def2-TZVPD basis set) results for a 3-piece molecular cluster, C15H30FN2O13S2 overall.

```
! wB97M-V def2-TZVPD RIJCOSX def2/J DEFGRID3
* xyz -1 1
C -0.9369 -0.3123 5.3600
C -0.4249 -0.8449 4.0340
O -0.9981 -0.1391 2.9542
C -0.0907 0.5004 2.0613
C -0.5460 0.4571 0.5683
O 0.4199 -0.2941 -0.1121
C 0.3222 -0.2817 -1.5350
C 0.4567 -1.7152 -2.0422
C -0.4485 1.9626 0.0894
O 0.7017 2.4115 0.2501
O -1.4762 2.5017 -0.3683
N -1.8597 -0.1489 0.3148
O -2.9650 0.5322 0.8377
C -2.0898 -1.5272 0.3178
O -3.1299 -1.9914 -0.0742
N -1.0312 -2.3859 0.6922
C -1.3627 -3.7091 0.9008
O -1.5965 -4.5389 0.1080
F -1.3363 -4.0126 2.2093
H -0.7187 -1.0390 6.1358
H -0.4223 0.6064 5.6198
H -2.0047 -0.1494 5.2991
H -0.6989 -1.8907 3.9621
H 0.6626 -0.7948 4.0301
H 0.9101 0.0805 2.1183
H -0.0006 1.5408 2.3493
H 1.1404 0.3165 -1.9240
H -0.6186 0.1406 -1.8647
H 0.7430 -2.3275 -1.1957
H 1.2443 -1.8171 -2.7783
H -0.4804 -2.1122 -2.4136
H -2.6083 1.1600 1.4754
H -0.4063 -2.0028 1.3816
O 1.9587 -3.3838 2.2521
S 3.1310 -3.2219 1.4448
O 3.0330 -3.1871 0.0224
O 4.1869 -4.3334 1.8757
C 3.7361 -5.7058 1.8619
C 3.6153 -6.2749 0.4627
C 4.0284 -1.8090 1.9787
H 2.7931 -5.7786 2.4057
H 4.4893 -6.2471 2.4309
H 2.8246 -5.7835 -0.1010
H 3.3844 -7.3390 0.5185
H 4.5473 -6.1418 -0.0863
H 4.1342 -1.8419 3.0593
H 3.4443 -0.9416 1.6738
H 4.9960 -1.8032 1.4859
O -1.2241 7.5716 -4.0924
S -2.1390 6.6463 -4.6908
O -3.5469 6.8845 -4.5957
O -1.7936 5.1859 -4.2272
C -1.7082 4.8940 -2.7937
C -3.0680 4.8283 -2.1407
C -1.7228 6.4320 -6.3893
H -1.0609 5.6260 -2.3125
H -1.2174 3.9275 -2.7252
H -3.5596 5.8020 -2.1372
H -2.9532 4.4856 -1.1140
H -3.7148 4.1316 -2.6734
H -0.6574 6.2382 -6.4682
H -1.9824 7.3573 -6.8982
H -2.3043 5.6061 -6.7878
*
```

Results
total energy	-2573.43312	hartree

These are the Löwdin partial charges, in e, on atoms 1 to 8:
1. C -0.070
2. C -0.278
3. O -0.136
4. C -0.086
5. C -0.357
6. O -0.099
7. C -0.212
8. C -0.058

---

What did the second record say?
DFT (ωB97M-V with the def2-TZVPD basis set) results for one molecule with the formula C4H8N2O.

```
! wB97M-V def2-TZVPD RIJCOSX def2/J DEFGRID3
* xyz 0 1
C 0.9172 1.0884 -0.6366
C -0.4857 0.7754 -0.1175
O -0.8999 1.7050 0.8500
C -0.5999 -0.6697 0.4250
N -0.8787 -1.6387 -0.8213
C 0.5595 -1.0961 1.1603
N 1.4946 -1.4381 1.7245
H 1.6350 1.0850 0.1850
H 0.9241 2.0720 -1.1007
H 1.2308 0.3549 -1.3756
H -1.2151 0.8550 -0.9326
H -0.2000 1.8117 1.5054
H -1.4956 -0.7510 1.0459
H -0.0831 -1.5655 -1.4499
H -0.9031 -2.5885 -0.4618
*
```

Results
ΔE to the lowest compared entry with this formula, charge and spin	161.8	kJ/mol
SMILES	C[C@H](O)[C@@H](N)C#N

These are the Löwdin partial charges, in e, on atoms 1 to 8:
1. C -0.039
2. C -0.425
3. O -0.020
4. C -0.274
5. N 0.058
6. C -0.224
7. N 0.170
8. H 0.080

---

What did the third record say?
DFT (ωB97M-V with the def2-TZVPD basis set) results for one molecule with the formula I2O2S.

```
! wB97M-V def2-TZVPD RIJCOSX def2/J DEFGRID3
* xyz 0 1
O 0.1692 0.5067 1.1904
S -0.0662 -0.2197 0.0069
O 0.1202 0.4022 -1.2546
I -2.5968 -1.4526 0.0769
I 1.4507 -2.2289 0.0253
*
```

Results
ΔE to the lowest compared entry with this formula, charge and spin	127.4	kJ/mol
SMILES	O=S(=O)(I)I

The computed Löwdin charges, all in e, follow:
1. O -0.411
2. S 0.012
3. O -0.423
4. I 0.309
5. I 0.513